(1)
C20H19N2O3Os | ωB97M-V with the def2-TZVPD basis set

```
45
Properties=species:S:1:pos:R:3:nbo_charge:R:1
Os -0.24539 -0.47998 0.58621 1.017
C -1.31800 1.80709 -1.01517 -0.255
O -0.18032 1.49396 -0.16117 -0.544
C 1.04348 1.97034 -0.67203 0.314
C 1.23279 3.33070 -0.57091 -0.270
C 2.31956 3.94505 -1.17779 -0.163
C 3.20315 3.17677 -1.93255 -0.212
C 3.02825 1.81820 -2.02623 -0.140
C 1.97808 1.13514 -1.35523 0.019
N 2.06763 -0.20821 -1.45063 -0.176
N 1.37052 -0.98394 -0.58486 -0.490
C 1.75574 -2.28184 -0.42577 0.213
C 0.79950 -3.04433 0.35910 0.368
O -0.24483 -2.43022 0.86882 -0.645
C 0.95296 -4.42452 0.55055 -0.284
C 2.03648 -5.05606 0.02846 -0.088
C 3.05627 -4.33879 -0.67904 -0.077
C 4.18069 -5.02462 -1.14029 -0.154
C 5.20735 -4.35790 -1.77744 -0.161
C 5.12905 -2.97919 -1.95915 -0.209
C 4.02545 -2.27792 -1.52348 -0.140
C 2.94856 -2.93649 -0.89287 -0.058
H -1.36381 2.88413 -1.15612 0.210
H -2.20205 1.45542 -0.48899 0.219
H -1.20551 1.30170 -1.97364 0.205
H 0.50186 3.91335 -0.02444 0.234
H 2.45752 5.01258 -1.08166 0.233
H 4.03455 3.64600 -2.43997 0.236
H 3.72079 1.20921 -2.59080 0.233
H 0.19071 -4.95265 1.10579 0.245
H 2.15864 -6.12354 0.15912 0.228
H 4.23941 -6.09413 -0.98285 0.225
H 6.07753 -4.90052 -2.12124 0.231
H 5.94403 -2.45385 -2.43773 0.229
H 3.97888 -1.21250 -1.65896 0.240
C -2.08239 1.86254 3.58446 -0.273
O -1.66652 1.26928 2.33492 -0.469
C -1.04569 0.10954 2.28684 0.289
C -0.85389 -0.62601 3.57081 -0.747
H -1.21194 2.10929 4.18960 0.198
H -2.74545 1.19437 4.12894 0.199
H -2.61253 2.76825 3.31169 0.217
H -1.82812 -0.87278 4.00390 0.253
H -0.31216 -0.02427 4.30420 0.245
H -0.31412 -1.55265 3.39690 0.253
```

## Properties
HOMO (alpha / beta) in eV: -9.5 / -11.3
Spin multiplicity: 5
Orbital gap (alpha / beta) in eV: 7.0 / 5.9
Energy relative to the best compared isomer or geometry (same formula, charge and spin) in kJ/mol: 37.4
Net charge: +1
<S²>: 6.06


(2)
C20H19N3O3S | ωB97M-V with the def2-TZVPD basis set

```
46
Properties=species:S:1:pos:R:3:nbo_charge:R:1
O -2.37957 2.59521 0.63784 -0.584
C -2.44241 1.40613 0.45770 0.774
O -1.36519 0.60276 0.40310 -0.520
C -0.09660 1.20195 0.64848 -0.171
H -0.22674 2.09372 1.26977 0.245
H 0.35872 1.50317 -0.30309 0.198
C 0.82873 0.23525 1.39214 0.663
O 1.32901 0.55516 2.45096 -0.606
N 1.04044 -0.96791 0.82003 -0.430
C 0.65674 -1.36081 -0.51426 -0.244
H -0.22077 -0.81240 -0.84595 0.236
C 1.85085 -1.12917 -1.47711 -0.220
N 3.09987 -1.15248 -0.74512 -0.453
C 3.82430 0.02664 -0.58366 0.259
C 3.98480 0.88563 -1.67607 -0.294
C 4.72553 2.04518 -1.56599 -0.186
C 5.34234 2.37571 -0.37151 -0.256
C 5.21193 1.52134 0.70837 -0.168
C 4.46456 0.36287 0.61015 -0.303
H 4.37438 -0.26358 1.48212 0.213
H 5.68743 1.76119 1.64796 0.212
H 5.92014 3.28314 -0.28653 0.213
H 4.82883 2.69092 -2.42616 0.212
H 3.54512 0.63332 -2.62984 0.209
C 3.09099 -2.16156 0.28565 -0.232
H 2.84111 -3.11001 -0.20267 0.196
C 2.04821 -1.84602 1.38423 -0.245
H 2.49036 -1.32175 2.23256 0.246
H 1.57623 -2.76626 1.74510 0.195
H 4.08908 -2.26013 0.71114 0.223
H 1.85683 -1.91074 -2.24770 0.193
H 1.74169 -0.16318 -1.96851 0.211
H 0.39848 -2.42421 -0.47787 0.197
C -3.70497 0.65555 0.25412 -0.103
C -4.87743 1.39399 0.14960 -0.184
C -6.06383 0.71327 -0.03884 -0.222
C -6.09549 -0.70084 -0.12189 0.104
C -4.90898 -1.42378 -0.00872 -0.202
C -3.72757 -0.74455 0.17710 -0.187
H -2.80041 -1.28636 0.27478 0.229
H -4.94188 -2.49969 -0.06689 0.231
N -7.34017 -1.22347 -0.30930 -0.413
C -8.22806 -0.31160 -0.37066 -0.074
S -7.67592 1.33937 -0.20803 0.377
H -9.27236 -0.51078 -0.51394 0.217
H -4.83837 2.46985 0.21746 0.246
```

## Properties
HOMO in eV: -7.9
Orbital gap in eV: 7.8
Energy relative to the best compared isomer or geometry (same formula, charge and spin) in kJ/mol: 126.3
Structure (SMILES): O=C(OCC(=O)N1CCN(c2ccccc2)CC1)c1ccc2ncsc2c1


(3)
C20H19N3O5S | ωB97M-V with the def2-TZVPD basis set

```
48
Properties=species:S:1:pos:R:3:nbo_charge:R:1
C 6.79707 0.18684 1.39290 -0.871
H 6.67538 0.80401 2.27263 0.243
H 6.07113 -0.61523 1.36570 0.248
H 7.80301 -0.20831 1.33947 0.254
S 6.54977 1.23502 -0.06014 2.315
O 7.22546 2.47969 0.13571 -0.938
O 6.82460 0.47281 -1.23541 -0.927
N 4.92688 1.62231 0.01247 -0.853
C 3.87844 0.71724 0.00892 0.152
C 2.63484 1.08104 0.52553 -0.259
C 1.58140 0.18894 0.52279 -0.155
C 1.75172 -1.09668 0.01249 -0.180
C 3.00088 -1.45646 -0.49276 -0.140
C 4.05319 -0.56590 -0.50725 -0.238
H 5.00372 -0.83820 -0.93559 0.237
H 3.12514 -2.45597 -0.88115 0.238
C 0.68710 -2.13961 -0.00152 0.677
O 0.95717 -3.32435 -0.05541 -0.611
N -0.58084 -1.63398 0.02936 -0.644
C -1.79166 -2.30065 0.06927 0.285
C -1.87416 -3.68910 0.18984 -0.260
C -3.09977 -4.31573 0.27226 -0.169
C -4.27123 -3.57394 0.24586 -0.245
C -4.20559 -2.20288 0.10030 -0.166
C -2.98184 -1.54454 -0.01319 -0.221
C -2.92851 -0.07150 -0.19614 0.680
O -1.98746 0.62193 0.18229 -0.670
N -3.97204 0.47080 -0.85675 -0.584
H -4.72564 -0.11630 -1.17521 0.403
C -4.11924 1.90221 -1.04067 -0.278
C -5.28361 2.42713 -0.26788 0.251
C -5.40980 2.80136 1.03764 -0.293
C -6.76687 3.16532 1.21590 -0.312
C -7.36379 2.98052 0.00854 0.086
O -6.47773 2.52997 -0.89508 -0.402
H -8.37137 3.12950 -0.32508 0.204
H -7.22717 3.51563 2.11649 0.230
H -4.63206 2.81834 1.77290 0.232
H -3.19167 2.35585 -0.68335 0.258
H -4.25750 2.12073 -2.10385 0.219
H -5.12453 -1.63342 0.11358 0.207
H -5.22955 -4.06141 0.33967 0.216
H -3.14283 -5.38959 0.37387 0.217
H -0.96142 -4.25959 0.22783 0.260
H -0.69061 -0.61997 0.04868 0.441
H 0.64026 0.50715 0.94567 0.227
H 2.49865 2.07436 0.92816 0.212
H 4.75118 2.52967 0.41098 0.423
```

## Properties
HOMO in eV: -8.5
Orbital gap in eV: 8.9
Energy relative to the best compared isomer or geometry (same formula, charge and spin) in kJ/mol: 27.0
Structure (SMILES): CS(=O)(=O)Nc1ccc(C(=O)Nc2ccccc2C(=O)NCc2ccco2)cc1


(4)
C20H19N5OS2 | ωB97M-V with the def2-TZVPD basis set

```
47
Properties=species:S:1:pos:R:3:nbo_charge:R:1
C 4.96598 -0.08992 0.77548 -0.253
H 5.78825 -0.22336 1.47535 0.201
O 3.93166 0.53394 1.50120 -0.528
C 2.70848 0.61107 0.82452 -0.070
C 2.70441 1.67483 -0.29538 -0.254
N 1.36385 1.97658 -0.70804 -0.359
C 0.62315 1.24004 -1.58767 0.174
N -0.54771 1.78748 -1.78511 -0.332
N -0.59683 2.89650 -1.04530 -0.258
C 0.52946 3.02473 -0.39011 0.295
C 0.80592 4.14273 0.49435 -0.042
C 1.61670 4.06492 1.62600 -0.257
C 1.79136 5.21046 2.38768 0.042
N 1.22753 6.37198 2.11079 -0.411
C 0.43797 6.43914 1.05081 0.040
C 0.19306 5.36636 0.21303 -0.222
H -0.45589 5.45019 -0.64310 0.242
H -0.01403 7.40457 0.86615 0.196
H 2.41709 5.19274 3.27049 0.195
H 2.08226 3.14383 1.93670 0.217
S 1.22588 -0.20278 -2.33641 0.244
C -0.32130 -0.73316 -3.18737 -0.528
C -1.23653 -1.41225 -2.25281 -0.256
C -2.21377 -0.85370 -1.47701 -0.032
N -2.88510 -1.70612 -0.68540 -0.428
C -2.47527 -2.92549 -0.79504 0.051
C -3.01659 -4.04670 -0.06452 -0.028
C -4.06987 -3.83324 0.82854 -0.185
C -4.60225 -4.89184 1.53617 -0.210
C -4.09624 -6.17156 1.36558 -0.202
C -3.05167 -6.39013 0.48135 -0.213
C -2.51296 -5.33658 -0.23067 -0.200
H -1.69819 -5.50598 -0.92061 0.209
H -2.65620 -7.38607 0.34710 0.215
H -4.51505 -6.99763 1.92082 0.214
H -5.41633 -4.72141 2.22499 0.216
H -4.45024 -2.83117 0.94742 0.235
S -1.15577 -3.11808 -1.94987 0.371
H -2.45930 0.19314 -1.46913 0.239
H -0.76686 0.17833 -3.58217 0.274
H 0.01384 -1.39150 -3.98722 0.241
H 3.18505 2.58875 0.06237 0.233
H 3.25107 1.30149 -1.16733 0.218
H 1.96766 0.88010 1.58417 0.193
H 2.43167 -0.36407 0.39777 0.181
H 4.64635 -1.06674 0.39573 0.170
H 5.30533 0.52556 -0.06432 0.164
```

## Properties
HOMO in eV: -8.3
Orbital gap in eV: 8.4
Energy relative to the best compared isomer or geometry (same formula, charge and spin) in kJ/mol: 141.2
Structure (SMILES): COCCn1c(SCc2cnc(-c3ccccc3)s2)nnc1-c1ccncc1


Q: What is the energy relative to the best compared isomer or geometry (same formula, charge and spin) in the third record?
A: 27.0 kJ/mol


Q: Which of these has the highest energy relative to the best compared isomer or geometry (same formula, charge and spin)?
A: C20H19N5OS2


Q: The highest energy relative to the best compared isomer or geometry (same formula, charge and spin) belongs to which entry?
A: C20H19N5OS2


Q: What is the energy relative to the best compared isomer or geometry (same formula, charge and spin) in the second record?
A: 126.3 kJ/mol